Record 1
Formula: C43H122N16O13
Source: the Open Molecules 2025 dataset
Level of theory: the ωB97M-V functional and the def2-TZVPD basis

The value obtained for the relative energy (zero: lowest compared OMol25 entry of this formula, charge and spin) is 34.1 kJ/mol. The calculation puts the highest occupied orbital energy at -0.3291 Eh. The value obtained for the calculated total energy is -97025.884 eV. The calculation puts the max |F| at 2.62 eV/A. As for the HOMO-LUMO gap: 9.11 eV.

Structure (ORCA input):
```
! wB97M-V def2-TZVPD RIJCOSX def2/J DEFGRID3
* xyz 0 1
C 0.38240 1.43561 7.76598
C 0.36377 0.78175 6.38942
C 0.31189 1.86760 5.33628
O 0.46969 1.25979 4.02340
C -0.03464 2.09436 3.00482
N 1.63139 0.02572 6.23875
H -0.62114 1.80430 7.99251
H 1.13164 2.22431 7.82924
H 0.66527 0.74270 8.56160
H -0.55115 0.20089 6.19820
H 1.17475 2.55320 5.37885
H -0.58736 2.48745 5.33152
H 0.72616 2.79727 2.66394
H -0.96154 2.61158 3.26957
H -0.30680 1.49156 2.13171
H 1.55732 -0.49762 5.35659
H 1.57316 -0.78040 6.86813
C -0.35162 -3.63477 -3.05780
C -1.77886 -3.95054 -2.65250
C -1.79600 -4.58053 -1.25926
O -0.91703 -5.70928 -1.26614
C -0.77472 -6.30903 0.01605
N -2.61909 -2.75598 -2.75016
H 0.09300 -2.98128 -2.30429
H -0.30200 -3.27944 -4.08823
H 0.18086 -4.57372 -3.11400
H -2.17996 -4.74218 -3.30103
H -2.77980 -5.01041 -1.02926
H -1.45462 -3.85160 -0.50758
H -1.67107 -6.23854 0.64491
H 0.01642 -5.77807 0.56970
H -0.50089 -7.34591 -0.16411
H -2.15723 -2.02710 -2.19296
H -3.50839 -2.90888 -2.27241
C -7.60617 -4.72589 -3.23030
C -6.30928 -4.02997 -2.94511
C -6.12955 -3.84036 -1.45344
O -5.10138 -2.89648 -1.19062
C -4.97936 -2.60689 0.20230
N -5.23367 -4.96635 -3.36910
H -7.86820 -4.78321 -4.29031
H -8.47546 -4.23498 -2.77563
H -7.66065 -5.75685 -2.87239
H -6.13767 -3.09353 -3.47988
H -6.03391 -4.74633 -0.84698
H -7.10160 -3.41884 -1.11161
H -4.83964 -3.56708 0.71158
H -5.82057 -2.01657 0.56318
H -4.02353 -2.09512 0.32269
H -5.42904 -5.43399 -4.24420
H -4.35571 -4.47027 -3.46937
C 2.42587 2.39912 -3.93008
C 2.31280 3.90170 -4.14606
C 0.87976 4.46769 -3.90743
O 0.37973 5.38447 -4.83360
C 0.38731 4.97906 -6.17188
N 3.34601 4.63939 -3.42028
H 1.56340 1.91727 -4.41943
H 2.27464 2.12829 -2.88449
H 3.25070 1.98811 -4.50762
H 2.42795 4.10906 -5.21767
H 0.96629 5.01683 -2.95327
H 0.12622 3.74371 -3.53928
H 0.10818 3.92027 -6.24399
H 1.33920 5.17728 -6.66149
H -0.42708 5.51786 -6.65269
H 3.05227 4.66459 -2.44702
H 3.44710 5.60314 -3.71324
C -3.10897 1.85532 4.15681
C -4.30349 1.01050 3.76808
C -4.03685 0.09580 2.56615
O -3.69953 0.74252 1.37557
C -4.72450 1.58750 0.89300
N -4.74860 0.21266 4.92753
H -2.68785 2.38713 3.30196
H -2.31426 1.37673 4.73129
H -3.50352 2.63852 4.81524
H -5.13280 1.67615 3.51254
H -4.90612 -0.56232 2.39454
H -3.25417 -0.61218 2.87044
H -5.69378 1.08342 0.86575
H -4.46385 1.89570 -0.12152
H -4.75033 2.53522 1.44322
H -3.97525 -0.43680 5.11751
H -5.47820 -0.46700 4.71468
C 5.37258 -4.26508 -3.13403
C 5.96225 -4.33568 -1.75565
C 4.99547 -4.83422 -0.67710
O 5.61641 -4.68984 0.55115
C 5.47037 -3.42794 1.16994
N 7.17125 -5.22829 -1.79558
H 6.02510 -4.20801 -3.99798
H 4.68572 -3.40818 -3.15043
H 4.62922 -5.05883 -3.29528
H 6.43952 -3.37609 -1.54146
H 4.87266 -5.90274 -0.85659
H 4.05311 -4.27639 -0.78941
H 4.45801 -3.26187 1.53462
H 5.78860 -2.60218 0.52564
H 6.19584 -3.42868 1.98117
H 7.38995 -5.52241 -0.84178
H 6.83890 -6.11216 -2.19831
C -0.79796 1.66590 -0.73882
C -0.81836 0.16462 -0.98132
C -0.06918 -0.57735 0.09843
O 1.33905 -0.32443 0.08082
C 2.00256 -1.12608 1.00549
N -2.19514 -0.29643 -1.09204
H 0.21570 2.07462 -0.79529
H -1.28994 1.99228 0.17463
H -1.25815 2.20801 -1.57661
H -0.17595 0.00660 -1.85864
H -0.27739 -1.65992 0.02480
H -0.38547 -0.31621 1.12737
H 1.52882 -1.05923 1.99877
H 3.00928 -0.74677 1.15028
H 2.00951 -2.18976 0.73280
H -2.75415 0.07419 -0.32844
H -2.59027 0.09533 -1.94806
C -5.30094 6.83566 -0.41047
C -5.36544 5.84832 0.74406
C -4.05307 5.44064 1.37578
O -3.25658 4.84744 0.38474
C -1.96731 4.52022 0.84525
N -6.19642 6.44095 1.83572
H -6.30149 7.19103 -0.68634
H -4.97005 6.42916 -1.37052
H -4.76408 7.73913 -0.10873
H -5.86568 4.92128 0.44801
H -4.25663 4.71691 2.17395
H -3.56691 6.33644 1.79521
H -1.43579 4.20748 -0.04291
H -2.05461 3.79290 1.66049
H -1.49706 5.41654 1.27246
H -7.15288 6.43405 1.50678
H -5.91376 7.39936 2.00153
C 7.68425 1.33507 0.11610
C 7.04751 -0.03455 -0.07154
C 6.88286 -0.35411 -1.55508
O 5.87430 0.36542 -2.19757
C 4.54884 -0.08497 -1.96721
N 7.92193 -1.09975 0.51052
H 7.83508 1.53600 1.17980
H 7.00859 2.11877 -0.25042
H 8.61644 1.47697 -0.43199
H 6.05316 -0.08036 0.38784
H 6.81494 -1.42873 -1.77058
H 7.82820 -0.09081 -2.05280
H 4.10422 0.46082 -1.12851
H 4.52087 -1.17113 -1.79021
H 3.88491 0.07978 -2.81957
H 8.31806 -0.70412 1.35682
H 8.68097 -1.21933 -0.15811
C 5.29813 1.86081 3.68678
C 3.84662 1.87506 3.18393
C 3.84435 2.22459 1.71739
O 2.66976 2.87825 1.30797
C 2.69006 2.98545 -0.07795
N 3.22898 0.60239 3.56906
H 5.91715 2.68032 3.31286
H 5.77505 0.91533 3.42282
H 5.31497 2.01472 4.76852
H 3.36492 2.71132 3.72285
H 3.92968 1.27474 1.16356
H 4.69004 2.86222 1.44252
H 3.53801 3.57640 -0.46457
H 1.81438 3.52606 -0.44558
H 2.72848 2.00134 -0.55660
H 2.19777 0.67697 3.45936
H 3.34213 0.50351 4.57752
C -2.31149 0.29813 -4.73755
O -3.10233 0.54713 -3.82014
N -1.64320 -0.89402 -4.86665
N -1.90093 1.29965 -5.60912
H -0.99237 -0.97984 -5.62391
H -1.83934 -1.71863 -4.29081
H -2.42876 2.15024 -5.56540
H -1.34026 1.03461 -6.39351
C 4.54451 -3.24192 4.60811
O 5.41384 -2.60655 5.21047
N 3.54234 -2.59225 3.91289
N 4.38691 -4.61289 4.71768
H 3.51552 -1.59183 3.77334
H 2.75172 -3.13091 3.61066
H 3.70807 -5.11557 4.18349
H 5.11156 -5.10166 5.20594
C -6.67397 0.27348 -2.60702
O -6.83037 1.32216 -3.22527
N -5.42007 -0.26866 -2.36085
N -7.75260 -0.50309 -2.20647
H -5.38688 -1.20952 -1.97515
H -4.68232 0.06098 -2.98451
H -7.74103 -1.36181 -1.69235
H -8.68009 -0.21280 -2.45540
*
```

Results of the Löwdin charge analysis, in e, for atoms 1 through 5: atom 1 (C): -0.063, atom 2 (C): -0.428, atom 3 (C): -0.181, atom 4 (O): -0.233, atom 5 (C): -0.103



Record 2
Formula: C43H25N11Ti
Source: the Open Molecules 2025 dataset
Level of theory: the ωB97M-V functional and the def2-TZVPD basis

The calculation puts the highest occupied orbital energy at -0.2273 Eh. The value obtained for the calculated total energy is -84504.036 eV. The calculation puts the max |F| at 0.79 eV/A. As for the HOMO-LUMO gap: 4.89 eV.

Structure (ORCA input):
```
! wB97M-V def2-TZVPD RIJCOSX def2/J DEFGRID3
* xyz 0 1
Ti 0.14739 0.64612 -0.02271
C 3.26080 -5.27655 0.16885
C 3.24877 -5.13921 1.54870
C 2.81120 -3.95609 2.12978
C 2.37717 -2.89629 1.34916
C 1.97673 -1.58011 1.93566
N 1.99672 -0.65785 0.88584
C 1.64345 -2.04727 -0.93667
N 1.35145 -1.95547 -2.17668
C 0.58680 -0.92122 -2.68008
C 0.27312 -0.79137 -4.04716
C 0.56995 -1.59259 -5.17247
C 0.09851 -1.19205 -6.39015
C -0.67583 -0.00765 -6.54040
C -0.97783 0.77899 -5.46572
C -0.49624 0.38694 -4.19885
C -0.63827 0.95170 -2.91313
N -1.37976 2.08690 -2.65203
C -1.57349 2.57896 -1.48964
N -1.04064 2.12384 -0.27579
C -1.53957 2.90470 0.79871
N -1.34707 2.75944 2.04772
C -0.61692 1.76136 2.67820
N 0.23067 0.87649 2.11211
C 0.64088 -0.04537 3.10704
N 1.31726 -1.24023 2.98586
C 0.03230 0.34592 4.32357
C 0.07335 -0.19800 5.62371
C -0.64967 0.42397 6.60524
C -1.42224 1.58556 6.34264
C -1.48040 2.12312 5.08586
C -0.74473 1.49513 4.06339
C -2.40866 3.93751 0.19330
C -3.14269 4.94660 0.78902
C -3.90682 5.75925 -0.03837
C -3.93443 5.55778 -1.41840
C -3.19980 4.53806 -2.00909
C -2.43821 3.73532 -1.17988
N 0.01457 0.17688 -2.00666
C 2.34227 -3.05886 -0.08301
C 2.80074 -4.24415 -0.63672
H 3.60893 -6.19629 -0.28211
H 3.59108 -5.95088 2.17700
H 2.81778 -3.83476 3.20564
H 1.15328 -2.49680 -5.06065
H 0.31328 -1.78840 -7.26825
H -1.02982 0.26606 -7.52605
H -1.56991 1.67869 -5.56954
H 0.65907 -1.08456 5.82727
H -0.63802 0.02253 7.61110
H -1.97513 2.04370 7.15264
H -2.07232 3.00323 4.87165
H -3.11602 5.08576 1.86140
H -4.49396 6.56047 0.39115
H -4.54184 6.20699 -2.03555
H -3.21663 4.36655 -3.07703
H 2.75138 -4.36048 -1.71227
C -2.99818 -3.99977 -1.01229
C -1.80751 -4.42461 -0.44407
C -0.87421 -3.51004 0.02141
C -1.12233 -2.14679 -0.11133
C -2.32274 -1.71828 -0.67746
C -3.25697 -2.64026 -1.11565
N -0.25391 -1.14981 0.38743
N 1.09981 -1.06473 -0.10329
C 2.75327 0.45528 0.64178
C 3.99953 0.70423 1.21049
C 4.62564 1.87887 0.85548
C 4.02403 2.76463 -0.04209
C 2.77627 2.45516 -0.52792
N 2.14946 1.32684 -0.17149
H -3.72142 -4.72177 -1.36711
H -1.60111 -5.48233 -0.34172
H 0.02170 -3.86362 0.50843
H -2.51401 -0.65628 -0.77977
H -4.18320 -2.29210 -1.55373
H 4.43934 -0.01308 1.88814
H 5.59953 2.10840 1.26724
H 4.51123 3.68041 -0.34028
H 2.23379 3.10767 -1.19932
*
```

Results of the Löwdin charge analysis, in e, for atoms 1 through 5: atom 1 (Ti): 1.149, atom 2 (C): -0.075, atom 3 (C): -0.076, atom 4 (C): -0.027, atom 5 (C): -0.085